{"formula": "C16H18F16N2O2P", "method": "the ωB97M-V functional and the def2-TZVPD basis", "symbols": ["C", "P", "N", "C", "C", "C", "C", "C", "N", "H", "H", "H", "H", "H", "H", "H", "H", "H", "H", "C", "C", "C", "F", "F", "F", "F", "O", "C", "C", "F", "F", "F", "F", "H", "H", "H", "H", "C", "C", "C", "F", "F", "F", "F", "O", "C", "C", "F", "F", "F", "F", "H", "H", "H", "H"], "coordinates": [[5.374, 3.145, 2.320], [4.051, 4.210, 2.810], [4.039, 5.542, 1.831], [2.438, 3.448, 2.722], [1.994, 2.575, 3.713], [0.740, 2.014, 3.547], [0.013, 2.352, 2.425], [0.544, 3.239, 1.498], [1.748, 3.787, 1.640], [5.298, 2.947, 1.251], [6.321, 3.651, 2.519], [5.349, 2.211, 2.882], [4.276, 4.542, 4.148], [3.087, 5.840, 1.629], [4.563, 6.326, 2.208], [2.603, 2.347, 4.580], [0.339, 1.327, 4.279], [-0.975, 1.938, 2.267], [-0.032, 3.513, 0.620], [-0.804, 2.705, -3.558], [0.152, 1.760, -4.296], [-0.471, 0.614, -5.100], [-1.149, -0.213, -4.275], [0.519, -0.081, -5.691], [1.075, 1.275, -3.440], [0.789, 2.531, -5.223], [-0.957, 2.457, -2.168], [-1.938, 1.660, -1.667], [-1.341, 0.552, -0.789], [-0.526, -0.244, -1.497], [-2.342, -0.200, -0.276], [-2.752, 1.162, -2.603], [-2.687, 2.416, -0.821], [-0.326, 3.681, -3.609], [-1.764, 2.775, -4.067], [-1.149, 1.001, -5.865], [-0.773, 1.000, 0.029], [-2.604, -4.025, 1.147], [-1.149, -3.627, 0.871], [-0.754, -3.379, -0.588], [-0.873, -4.505, -1.313], [0.539, -2.981, -0.615], [-0.298, -4.498, 1.440], [-0.976, -2.406, 1.480], [-2.839, -5.399, 1.353], [-3.184, -6.239, 0.333], [-2.219, -7.430, 0.252], [-0.968, -6.989, 0.012], [-2.603, -8.223, -0.770], [-3.271, -5.604, -0.848], [-4.402, -6.754, 0.611], [-2.842, -3.558, 2.102], [-3.269, -3.602, 0.394], [-1.375, -2.593, -1.022], [-2.240, -7.992, 1.187]], "max_force_ev_per_a": 0.748, "homo_energy_ha": -0.4800, "spin_multiplicity": 1, "charge": 1}